[1]
Entry from the OMol25 dataset: the molecule C3H7N3O (ωB97M-V/def2-TZVPD).

For the lowest unoccupied orbital energy, the calculation gives 0.75 eV. The relative energy (zero: lowest compared OMol25 entry of this formula, charge and spin) comes out at 0.167 eV. As for the SMILES: [H]/N=C/NC(=O)NC. As for the strongest force on any atom: 0.4 eV/Å. The calculation puts the HOMO energy at -0.3577 Eh.

Atoms and positions in Å:
O: -0.17 -2.12 0.13
N: -2.83 0.76 -0.78
N: 1.47 -0.57 0.32
N: -0.72 0.08 -0.17
C: 0.18 -0.95 0.09
C: 2.04 0.75 0.38
C: -2.08 -0.16 -0.33
H: 2.08 -1.37 0.42
H: -0.41 0.99 -0.49
H: 2.29 1.16 -0.61
H: -3.79 0.44 -0.82
H: -2.38 -1.16 -0.02
H: 1.36 1.44 0.89
H: 2.96 0.70 0.98

***

[2]
Entry from the OMol25 dataset: a 2-piece molecular cluster, C3H7N3O2 overall at a distorted geometry (ωB97M-V/def2-TZVPD).

For the lowest unoccupied orbital energy (alpha / beta), the calculation gives -0.88 / -0.94 eV. The relative energy (zero: lowest compared OMol25 entry of this formula, charge and spin) comes out at 5.783 eV. As for the strongest force on any atom: 1.5 eV/Å. The calculation puts the HOMO energy (alpha / beta) at -0.3356 / -0.3383 Eh.

Atoms and positions in Å:
O: -2.72 1.24 0.07
O: -1.73 3.27 -0.10
N: 1.75 -1.06 1.13
N: 1.56 -2.29 -0.92
N: 0.30 0.49 -0.45
C: -1.81 1.94 -0.27
C: 1.21 -1.43 -0.07
C: -0.24 -0.75 -0.35
H: 1.50 -0.14 1.45
H: -0.82 -0.99 0.56
H: -2.54 3.57 0.34
H: 2.69 -1.36 1.33
H: 2.40 -2.81 -0.65
H: -0.65 -1.24 -1.24
H: -0.88 1.58 -0.81

***

[3]
Entry from the OMol25 dataset: the molecule C3H7N3O2 at a distorted geometry (ωB97M-V/def2-TZVPD).

For the lowest unoccupied orbital energy, the calculation gives 0.11 eV. The relative energy (zero: lowest compared OMol25 entry of this formula, charge and spin) comes out at 5.993 eV. As for the SMILES: N/N=C(/N)CC(=O)O. As for the strongest force on any atom: 5.5 eV/Å. The calculation puts the HOMO energy at -0.3229 Eh.

Atoms and positions in Å:
O: 1.33 -0.59 1.46
O: 0.62 1.55 1.84
N: 0.35 0.34 -1.58
N: 0.01 -1.89 -0.24
N: -0.05 1.67 -1.42
C: -0.08 -0.45 -0.66
C: -0.73 0.16 0.65
C: 0.46 0.37 1.46
H: -0.08 2.44 -2.34
H: 0.46 2.33 -0.73
H: -1.47 -0.66 0.80
H: -1.34 1.07 0.28
H: -0.82 -2.34 0.42
H: 0.83 -1.57 1.10
H: 0.50 -2.43 -1.02

***

[4]
Entry from the OMol25 dataset: C3H7N3O2 as an isolated structure at a distorted geometry (ωB97M-V/def2-TZVPD).

For the lowest unoccupied orbital energy, the calculation gives 0.64 eV. The relative energy (zero: lowest compared OMol25 entry of this formula, charge and spin) comes out at 4.635 eV. As for the strongest force on any atom: 3.4 eV/Å. The calculation puts the HOMO energy at -0.2810 Eh.

Atoms and positions in Å:
O: 3.33 -0.65 0.45
O: 2.46 1.39 -0.08
N: -0.83 -0.85 0.90
N: -0.54 0.86 -0.85
N: 0.43 -0.10 -0.87
C: -1.45 0.38 0.75
C: 2.83 0.34 0.19
C: -0.32 -1.26 -0.42
H: -1.06 -1.53 -1.10
H: -1.26 1.01 -1.54
H: -0.04 -0.66 1.54
H: -1.19 1.18 1.47
H: -0.23 1.80 -0.55
H: 0.45 -2.02 -0.42
H: -2.58 0.12 0.52